Molecular formula: C16H43Br3ClN6O9P2
Method: DFT, wB97M-V/def2-TZVPD

Geometry as XYZ:
```
80
Properties=species:S:1:pos:R:3:lowdin_charge:R:1
Cl -0.013 -0.544 0.706 0.680
O -1.025 -0.870 1.696 -0.383
O -0.553 -0.052 -0.541 -0.360
O 0.789 0.563 1.139 -0.350
O 0.766 -1.745 0.420 -0.393
C 3.231 -3.364 1.726 -1.508
Br 4.595 -3.259 0.254 0.522
Br 3.719 -2.087 3.098 0.588
Br 3.055 -5.180 2.421 0.559
H 2.340 -3.009 1.214 -0.063
O -1.134 3.008 -3.246 -0.262
P -0.876 2.695 -4.667 0.551
N 0.585 3.392 -5.255 -0.276
C 0.736 4.815 -5.112 -0.158
C 1.307 2.742 -6.350 -0.119
N -2.121 3.210 -5.655 -0.301
C -2.677 4.532 -5.431 -0.127
C -2.063 2.912 -7.068 -0.137
N -0.719 1.044 -4.906 -0.291
C -1.907 0.212 -4.860 -0.112
C 0.446 0.395 -4.308 -0.095
H 1.762 5.160 -4.967 0.058
H 0.230 5.054 -4.172 0.084
H 0.357 5.430 -5.937 0.075
H 0.609 2.174 -6.963 0.060
H 2.103 2.087 -5.981 0.067
H 1.887 3.428 -6.972 0.082
H -2.066 5.408 -5.663 0.073
H -3.635 4.522 -5.958 0.080
H -3.004 4.675 -4.398 0.084
H -1.699 1.895 -7.222 0.068
H -3.003 3.125 -7.577 0.080
H -1.309 3.570 -7.535 0.080
H -2.623 0.413 -5.660 0.067
H -1.618 -0.836 -4.922 0.079
H -2.473 0.300 -3.926 0.094
H 0.288 0.427 -3.221 0.076
H 1.410 0.855 -4.507 0.062
H 0.470 -0.677 -4.509 0.087
O -2.625 -4.041 6.753 -0.302
P -1.641 -3.086 6.183 0.552
N -0.267 -3.893 5.630 -0.308
C 0.833 -3.167 5.063 -0.166
C 0.067 -5.150 6.271 -0.125
N -0.987 -1.909 7.232 -0.298
C -0.745 -2.337 8.622 -0.117
C -0.458 -0.574 6.846 -0.082
N -2.311 -2.225 4.911 -0.291
C -1.927 -2.486 3.511 -0.097
C -3.558 -1.512 5.065 -0.127
H 1.491 -2.806 5.871 0.084
H 0.594 -2.289 4.462 0.071
H 1.477 -3.786 4.437 0.014
H -0.847 -5.746 6.201 0.074
H 0.390 -5.106 7.313 0.069
H 0.737 -5.807 5.710 0.078
H -1.629 -2.282 9.258 0.073
H -0.342 -3.351 8.639 0.057
H 0.032 -1.704 9.050 0.068
H 0.265 -0.689 6.042 0.060
H -1.339 -0.048 6.476 0.062
H -0.047 -0.050 7.703 0.072
H -1.223 -3.317 3.526 0.069
H -2.832 -2.894 3.049 0.087
H -1.562 -1.659 2.901 0.007
H -3.500 -0.769 5.864 0.066
H -4.418 -2.152 5.301 0.076
H -3.883 -1.002 4.159 0.084
C 2.888 -0.686 -1.706 -0.076
O 3.410 0.548 -2.151 0.007
C 2.677 1.659 -2.216 -0.620
O 1.606 1.897 -1.723 0.141
O 3.442 2.554 -2.834 -0.014
C 2.970 3.896 -3.026 -0.039
H 1.824 -0.892 -1.820 0.079
H 3.117 -0.747 -0.641 0.064
H 3.363 -1.565 -2.146 0.070
H 1.893 3.958 -2.926 0.077
H 3.424 4.413 -3.866 0.080
H 3.474 4.383 -2.181 0.100
```

Output
Lowest unoccupied orbital energy, eV: 1.98
E, eV: -285880.2716
ΔE to the lowest compared entry with this formula, charge and spin, eV: 0.000
Net charge: -1
Highest occupied orbital energy, eV: -5.8